Formula: C10H20O20S5
Source: the OMol25 dataset
Level of theory: the ωB97M-V functional and the def2-TZVPD basis

Cartesian coordinates (Å):
O: 2.26 1.38 3.65
S: 2.45 0.33 4.62
O: 1.54 -0.82 4.67
O: 4.08 0.03 4.90
C: 4.34 -0.37 6.23
C: 3.37 0.51 7.06
O: 2.40 1.06 6.14
H: 4.18 -1.44 6.35
H: 5.40 -0.26 6.45
H: 3.87 1.28 7.65
H: 2.81 -0.08 7.79
O: -2.52 -2.12 11.25
S: -2.19 -3.26 10.34
O: -1.65 -4.52 10.81
O: -3.42 -3.44 9.29
C: -3.32 -2.59 8.22
C: -1.89 -2.07 8.04
O: -1.22 -2.64 9.15
H: -3.75 -3.06 7.34
H: -3.85 -1.68 8.52
H: -1.88 -0.99 8.17
H: -1.43 -2.45 7.13
O: 4.87 -4.91 11.58
S: 5.35 -3.63 11.07
O: 6.39 -3.54 9.96
O: 4.12 -2.71 10.64
C: 3.36 -2.24 11.81
C: 4.53 -1.79 12.79
O: 5.70 -2.50 12.25
H: 2.84 -1.34 11.50
H: 2.71 -2.96 12.31
H: 4.29 -1.86 13.85
H: 4.88 -0.80 12.53
O: 5.70 8.71 3.37
S: 6.15 7.41 3.95
O: 7.22 6.61 3.34
O: 6.38 7.51 5.62
C: 5.04 7.57 6.25
C: 4.19 6.60 5.51
O: 4.70 6.57 4.19
H: 5.06 7.54 7.34
H: 4.62 8.57 6.27
H: 3.13 6.82 5.58
H: 4.47 5.66 5.99
O: -2.09 8.57 1.79
S: -2.76 7.22 1.81
O: -3.97 7.09 2.60
O: -2.99 6.57 0.34
C: -2.69 5.14 0.36
C: -1.59 4.97 1.42
O: -1.80 6.03 2.35
H: -3.69 4.72 0.52
H: -2.40 4.88 -0.65
H: -0.57 5.14 1.06
H: -1.63 4.00 1.91

Values from the calculation:
SMILES: O=S1(=O)OCCO1.O=S1(=O)OCCO1.O=S1(=O)OCCO1.O=S1(=O)OCCO1.O=S1(=O)OCCO1
E_LUMO in eV: -0.10
E_tot in eV: -105811.367
Energy above the lowest of the compared OMol25 structures with the same formula, charge and spin in kJ/mol: 444.2

***

Formula: C10H20O3P
Source: the OMol25 dataset
Level of theory: the ωB97M-V functional and the def2-TZVPD basis

Cartesian coordinates (Å):
C: -2.33 1.43 0.28
C: -3.77 -0.19 -0.58
C: -0.29 0.93 -2.39
C: 0.58 -3.07 0.55
C: 2.08 1.88 0.21
C: -0.81 1.04 2.28
C: 0.04 -0.45 -1.84
C: -0.24 -1.73 0.86
C: 1.91 0.35 0.45
C: -1.08 0.94 0.88
O: -1.21 2.13 0.10
O: -2.81 0.72 -0.80
O: -4.16 -0.63 0.46
P: 0.07 -0.26 -0.02
H: -3.06 1.89 0.86
H: -4.08 -0.55 -1.66
H: 0.30 1.67 -1.92
H: -0.20 0.89 -3.48
H: -1.40 1.04 -2.19
H: 1.72 -3.00 0.69
H: 0.13 -3.91 1.21
H: 0.33 -3.27 -0.48
H: 3.19 2.20 0.54
H: 1.87 2.09 -0.88
H: 1.35 2.53 0.69
H: 0.27 1.19 2.46
H: -1.27 0.17 2.79
H: -1.26 2.02 2.65
H: 1.05 -0.75 -2.13
H: -0.80 -1.08 -2.13
H: -0.16 -1.64 1.94
H: -1.25 -2.00 0.81
H: 2.07 0.05 1.54
H: 2.55 -0.12 -0.26

Values from the calculation:
E_LUMO in eV: -2.45
E_tot in eV: -26116.772
Net charge: +1
Energy above the lowest of the compared OMol25 structures with the same formula, charge and spin in kJ/mol: 15.9

***

Formula: C10H21AsF9N3O6STl
Source: the OMol25 dataset
Level of theory: the ωB97M-V functional and the def2-TZVPD basis

Cartesian coordinates (Å):
Tl: 1.85 0.13 2.88
As: -0.15 -3.49 6.64
F: -0.10 -3.70 4.83
F: 0.29 -5.24 6.86
F: -0.13 -3.11 8.37
F: -0.55 -1.76 6.26
F: -1.89 -3.81 6.69
F: 1.59 -3.07 6.50
C: 0.47 6.50 -1.08
F: 0.47 6.94 0.20
F: -0.20 7.40 -1.83
F: 1.71 6.36 -1.58
S: -0.47 4.77 -1.06
O: 0.36 3.81 -0.31
O: -1.74 4.99 -0.38
O: -0.63 4.40 -2.47
C: -5.25 -0.93 2.19
C: -4.45 0.26 1.69
O: -3.39 0.49 2.14
N: -4.91 0.98 0.68
C: -6.12 0.80 -0.11
H: -5.60 -0.70 3.20
H: -4.68 -1.85 2.33
H: -6.19 -1.12 1.67
H: -4.36 1.79 0.43
H: -6.99 0.81 0.54
H: -6.11 -0.13 -0.68
H: -6.31 1.63 -0.78
C: 4.69 1.52 -3.47
C: 5.24 1.02 -2.17
O: 4.55 0.50 -1.36
N: 6.59 1.11 -2.09
C: 7.28 0.70 -0.94
H: 3.92 0.88 -3.90
H: 5.58 1.61 -4.09
H: 4.24 2.50 -3.29
H: 7.12 1.64 -2.76
H: 8.29 0.41 -1.24
H: 6.95 -0.20 -0.41
H: 7.27 1.53 -0.24
C: -0.40 -4.81 -1.60
C: -0.33 -3.30 -1.79
O: 0.34 -2.66 -1.00
N: -1.03 -2.71 -2.78
C: -1.03 -1.31 -3.04
H: -1.17 -5.22 -2.25
H: -0.57 -5.03 -0.54
H: 0.52 -5.27 -1.96
H: -1.51 -3.25 -3.48
H: -0.81 -1.23 -4.11
H: -0.24 -0.77 -2.53
H: -1.98 -0.82 -2.81

Values from the calculation:
E_LUMO in eV: -10.85
E_tot in eV: -128277.833
Net charge: +1

***

Q: Look up the E_tot of the first one.
A: -105811.367 eV

***

Q: Look up the E_tot of the second one.
A: -26116.772 eV